{"formula": "C4H11INO", "method": "wB97M-V/def2-TZVPD", "symbols": ["I", "C", "C", "C", "O", "C", "N", "H", "H", "H", "H", "H", "H", "H", "H", "H", "H", "H"], "xyz": [[-2.947, 1.897, -2.183], [-1.325, -1.063, 1.236], [-0.515, -0.378, 0.185], [0.995, -0.626, 0.479], [1.786, 0.006, -0.429], [1.726, 1.433, -0.405], [-0.739, -0.904, -1.162], [-1.072, -2.124, 1.235], [-2.377, -0.985, 0.962], [-1.268, -0.708, 2.265], [-0.722, 0.685, 0.308], [1.175, -1.699, 0.534], [1.270, -0.314, 1.486], [0.829, 1.761, -0.929], [2.502, 1.945, -0.974], [1.842, 1.922, 0.563], [0.146, -0.659, -1.582], [-1.308, -0.187, -1.588]], "forces_ev_per_a": [[0.06, 0.09, 0.04], [-1.09, -0.98, 0.02], [1.51, -0.30, 1.21], [-1.90, 0.13, 1.68], [2.29, 1.18, -1.35], [-0.37, 0.34, -0.75], [0.21, 0.80, 0.59], [-0.07, -0.23, 0.07], [-0.12, -0.09, -0.04], [0.45, 0.37, -0.08], [0.02, 0.29, -0.48], [0.19, -0.17, -0.82], [-0.22, 0.47, 0.47], [-0.41, 0.12, 0.46], [0.58, -0.96, -0.36], [-0.50, -0.55, 0.55], [0.40, -0.45, -0.69], [-1.03, -0.05, -0.54]], "orbital_gap_ev": 7.1, "lumo_energy_ev": 3.4, "total_charge": -1, "relative_energy_kcal_mol": 12.2}

***

{"formula": "C9H8N2", "method": "wB97M-V/def2-TZVPD", "symbols": ["C", "C", "C", "N", "C", "C", "C", "C", "C", "C", "N", "H", "H", "H", "H", "H", "H", "H", "H"], "xyz": [[1.991, -1.764, -0.070], [0.841, -0.778, -0.243], [-0.344, -1.510, 0.077], [-1.053, -2.426, 0.220], [1.098, 0.425, -0.812], [0.205, 1.596, -1.063], [-0.650, 2.033, -0.151], [-0.674, 1.349, 1.169], [-1.549, 0.331, 1.224], [-2.431, 0.050, 0.118], [-3.105, -0.249, -0.758], [1.620, -2.651, -0.517], [2.259, -1.905, 0.955], [2.781, -1.303, -0.461], [2.056, 0.425, -1.138], [0.108, 2.155, -1.925], [-1.333, 2.814, -0.518], [0.074, 1.774, 1.807], [-1.894, -0.366, 2.086]], "forces_ev_per_a": [[-3.17, 0.19, 1.24], [0.75, 0.39, -0.23], [-0.90, -1.86, -0.15], [0.98, 1.47, 0.01], [-3.45, -0.49, 0.80], [0.07, -1.55, 1.75], [0.10, -0.01, -0.27], [-1.73, 0.09, -1.44], [-1.43, -0.39, 2.59], [0.28, 0.53, 0.11], [-0.45, 0.10, -0.31], [0.59, -1.13, -0.44], [-0.32, -0.38, 0.88], [3.49, 1.14, -2.18], [2.96, 0.76, -1.02], [0.76, 0.44, -2.30], [0.15, -0.20, 0.96], [-0.08, -0.62, 1.13], [1.40, 1.51, -1.12]], "smiles": "C/C(C#N)=C/C=C\\C=C/C#N", "orbital_gap_ev": 9.3, "lumo_energy_ev": -0.2, "total_charge": 0, "relative_energy_kcal_mol": 109.3}